16
Properties=species:S:1:pos:R:3:forces:R:3:nbo_charge:R:1 method="wB97M-V/def2-TZVPD" fmax_ev_per_a=6.15 homo_ev=-9.0498 e_above_lowest_kj_mol=530.4 e_tot_ev=-10232.745 homo_lumo_gap_ev=9.519
H 0.322165 1.138593 0.766709 0.0 -1.0 0.8 0.37
N 0.311628 1.521005 -0.149268 1.1 3.9 4.6 -0.68
C -0.109949 0.905579 -1.084450 1.7 -2.7 -2.3 0.43
C -0.021558 1.728562 -2.348704 -4.2 0.2 0.6 -0.68
N -0.294710 -0.533973 -1.011830 -2.0 0.1 -2.4 -0.66
C -0.445320 -1.412900 0.120216 -0.7 -1.9 -2.4 0.31
N -0.486209 -1.550910 1.418238 1.7 0.9 -1.6 -0.37
N 0.249977 -0.569350 2.143245 0.0 1.5 0.4 -0.34
C 0.674022 -1.018263 3.258796 0.8 -2.4 -0.5 -0.12
H 0.220448 2.822093 -2.049094 0.2 -2.3 -1.1 0.28
H 0.179252 1.197900 -3.248939 1.5 0.1 -0.8 0.23
H -1.137324 1.736050 -2.523611 0.3 0.8 -0.2 0.21
H -0.787906 -0.918182 -1.969736 1.8 0.8 3.6 0.41
H -0.523994 -2.392067 -0.472482 -0.8 1.0 1.6 0.18
H 1.581290 -0.452578 3.926450 -3.2 -1.6 -1.9 0.23
H 0.268187 -2.201558 3.224462 1.6 2.7 1.6 0.19